(1)
The following is a quantum chemistry calculation of a cluster of 22 separate species, C88H154N22 in total, from OMol25.

Last column: Mulliken charge in e.
Atoms and positions in Å:
N  -4.090534  4.660039  -3.680166  -0.61
N  2.365671  -1.679787  4.320909  -0.44
N  5.612058  -7.667025  2.139226  -0.42
N  1.577356  0.803669  8.862282  -0.57
N  -0.037925  -4.888268  -2.417183  -0.40
N  -7.934680  -2.083917  -2.912863  -0.51
N  0.804203  3.561353  0.657525  -0.05
N  2.062549  6.698009  -0.116623  -0.66
N  1.860687  -0.793532  -3.079695  -0.35
N  -2.500426  -3.181823  4.454066  -0.76
N  4.204825  1.706113  0.135837  -0.10
N  -2.063496  -0.024381  -6.848280  -0.76
N  6.979856  -0.767323  -1.152487  -0.72
N  0.258725  6.134872  5.746968  -0.62
N  0.732848  -5.615896  -5.708016  -0.46
N  4.972375  5.011673  3.709044  -0.63
N  -1.946101  1.950058  -1.844645  0.57
N  -1.559910  2.071727  3.347742  -0.08
N  -3.216240  -2.160711  -0.925749  1.08
N  -6.657355  -5.909552  3.592465  -0.53
N  -5.398352  3.959593  1.517501  -0.56
N  -5.277908  -5.169382  -5.653437  -0.56
C  0.028345  2.207854  -5.432977  0.38
C  -8.297034  -2.801655  -3.730383  0.37
C  5.946215  -7.255456  3.150278  0.20
C  -4.560034  0.801437  0.461798  2.30
C  -1.643068  -2.563884  2.074366  4.16
C  -2.418097  4.081061  -0.501533  0.94
C  1.541356  -3.174581  -7.824615  -0.08
C  3.418925  -3.447239  -1.849083  -0.61
C  2.289136  4.600842  6.160310  -0.68
C  0.993698  -1.067580  -2.418909  -0.50
C  -0.306006  -0.658150  -0.351138  0.76
C  0.822660  2.086994  -6.701805  -1.41
C  2.659714  0.463614  8.670212  0.32
C  3.245452  -4.068310  -3.221180  0.45
C  -6.066456  -4.428748  -2.039212  -1.14
C  5.037304  5.195451  2.542704  0.27
C  -2.707948  -5.069191  -5.705834  -0.50
C  -3.588459  2.381812  -4.798203  1.55
C  -0.162899  -1.423313  -1.674189  2.42
C  -5.874383  -3.157334  1.370985  1.40
C  -6.119653  -5.005934  3.168011  -0.04
C  4.198237  -1.051707  7.282554  0.71
C  4.297442  0.864191  0.887353  -0.55
C  2.102484  8.276024  3.387884  -1.36
C  0.814037  -5.256230  -6.783522  0.32
C  -1.213120  -3.945568  1.329039  0.44
C  -2.520416  -2.973026  -4.173892  0.76
C  1.643930  6.510872  0.938887  -0.12
C  -2.255356  2.895309  -1.299364  -1.45
C  5.325007  -1.078397  -4.684541  -0.78
C  -2.638009  5.813916  3.645668  0.06
C  -3.756484  -4.724738  -0.847997  -0.75
C  0.929635  -0.765085  0.532863  0.94
C  6.084869  -0.306190  -1.782752  0.10
C  -2.069404  -2.877775  3.418348  -0.03
C  2.377890  3.735132  -2.504942  -0.89
C  -1.501970  5.256597  -0.893399  0.87
C  -4.802625  0.777470  -3.266116  0.01
C  -2.138336  -3.640024  -5.502793  -0.05
C  -2.171544  3.827013  5.226104  -0.42
C  1.034834  -5.088647  -2.709394  0.31
C  1.371024  -1.077040  4.464259  0.35
C  5.374023  -4.151852  3.800195  -0.72
C  2.978192  -3.073212  -7.277908  -0.74
C  -3.098695  4.964389  4.813892  -0.84
C  1.894891  3.044515  4.054596  0.89
C  0.787995  7.645089  2.975914  -0.78
C  -5.682546  2.919222  1.085943  0.22
C  3.560821  4.332844  -1.771484  -0.35
C  5.464572  0.018522  2.854387  -0.20
C  -0.334393  0.802781  -4.999844  1.55
C  -2.088101  6.632656  -0.482799  -1.56
C  -8.945855  -3.021122  -6.020657  -0.71
C  5.021644  1.101696  3.837736  -0.52
C  -4.718259  -5.109884  -2.023381  -0.19
C  2.405952  -5.314461  -3.121610  -1.17
C  0.975303  6.307988  2.233222  2.74
C  -4.721591  1.323440  -4.711592  -1.12
C  6.955884  6.990177  1.400438  -1.24
C  1.053977  -4.635832  -8.057181  -0.60
C  4.429510  -0.286156  1.806352  1.14
C  -3.466178  -3.289443  -0.815852  -1.09
C  2.148621  3.167648  5.547679  -0.24
C  -7.164929  -2.333740  1.481316  -1.52
C  -1.320484  0.294092  -6.022206  -0.09
C  -3.907240  3.647677  -4.181184  -0.13
C  1.650617  2.692738  -1.659420  3.51
C  -5.329013  -3.889961  2.659906  0.17
C  -4.124760  -5.103355  -5.715825  0.04
C  5.160442  5.260089  1.124039  1.30
C  5.074165  0.317371  -2.532590  2.48
C  0.123729  -0.418987  4.823450  2.78
C  -8.717025  -3.767028  -4.709242  -0.15
C  1.194056  3.163107  -0.338553  -0.65
C  3.466658  -2.349623  7.580421  -0.99
C  -0.194645  -0.418525  6.306783  0.23
C  -1.817983  2.817724  4.165791  0.32
C  -5.863190  1.550769  0.470637  -0.38
C  -4.138731  0.436909  1.908756  -0.39
C  6.478485  -5.049081  4.413211  -0.56
C  -7.653566  -2.394503  -6.572734  -0.65
C  -0.334903  -1.751747  6.911556  -1.55
C  4.032882  0.066827  8.355773  -0.60
C  6.301619  -6.584876  4.429313  -0.51
C  0.182829  -4.550605  1.808006  -1.54
C  1.177693  5.476307  5.896101  0.38
C  6.625580  5.697769  0.694113  -0.59
C  5.357501  0.326078  -4.008808  -1.14
H  -6.727533  -4.655735  -1.195938  0.33
H  -6.850523  -3.172015  -6.551930  0.10
H  4.057261  0.060099  -2.273566  -0.90
H  -4.212319  -4.902571  -2.947278  -0.44
H  1.827090  1.993856  3.797419  -0.47
H  -3.195371  2.599185  -5.798297  0.68
H  6.363297  0.683765  -4.141360  0.51
H  2.391917  1.906862  -1.440759  -1.24
H  -3.853286  1.446719  0.006122  -1.50
H  -4.758710  -6.173327  -2.026344  0.69
H  0.175214  -4.604416  -8.641702  0.37
H  5.513611  -6.874005  5.117030  0.28
H  -2.514686  -3.053198  -6.312655  0.55
H  0.398714  1.310308  -7.283475  0.38
H  -3.453685  4.420292  -0.535588  0.73
H  6.182442  7.714720  1.230099  0.32
H  -3.991084  1.344506  2.564373  0.13
H  3.829029  -0.590646  6.372247  -0.56
H  5.742054  -3.124657  4.026409  0.02
H  3.977288  -4.219716  -1.237300  0.48
H  0.836047  -2.686716  -7.155228  -0.09
H  5.648066  1.200485  4.680722  0.64
H  -7.873543  -4.423181  -4.712317  0.01
H  -7.884108  -2.032782  -7.633371  0.34
H  -6.681862  0.931706  0.907893  0.35
H  0.491696  0.111767  6.925975  -0.31
H  0.116126  -4.762120  2.881641  0.33
H  6.560652  5.771585  -0.394945  0.38
H  -7.369336  -1.496792  -5.940162  0.16
H  3.198996  4.763992  -0.844842  -0.49
H  -1.336763  -2.190309  6.695751  0.37
H  -2.687939  1.969041  -4.238336  -1.27
H  -3.232153  -0.149545  1.956193  -0.23
H  -1.161015  -3.575724  0.308802  -0.82
H  6.428378  0.227835  2.369917  0.47
H  -2.459967  6.708423  0.555164  0.13
H  -2.250675  -1.943227  -4.182219  -0.54
H  7.882564  7.487817  1.166856  0.39
H  2.512786  -3.188306  -1.334271  -0.11
H  -5.663934  1.795533  -5.052187  0.36
H  -2.781916  -5.243026  -0.978044  0.48
H  -2.090694  3.851298  0.538162  -0.62
H  3.852129  -2.938579  8.377145  0.47
H  -1.244301  4.198415  5.655788  -0.18
H  7.233983  -7.021086  4.774190  0.33
H  -2.932010  6.854109  -1.111925  0.54
H  -0.541217  5.081953  -0.453848  -1.18
H  4.021787  0.876015  4.169906  -0.30
H  -2.401777  -5.804632  -4.977290  0.31
H  -0.697234  0.690014  -3.962221  -1.51
H  -0.504781  0.363147  -0.667667  -0.66
H  4.510085  5.985973  0.702619  0.13
H  -5.364722  -3.132537  3.393422  0.49
H  -0.149132  -1.744432  7.966885  0.45
H  2.639396  8.612161  2.494941  0.37
H  0.972160  3.521999  3.718183  -0.18
H  -0.883695  2.825882  -5.407329  0.16
H  4.742271  1.009444  -4.544433  0.44
H  0.588499  2.716146  -4.654178  -0.12
H  2.521812  4.630083  7.229973  0.50
H  4.213907  -4.358959  -3.692503  0.48
H  -4.457100  0.578178  -5.445490  0.43
H  0.203672  8.230888  2.285912  0.54
H  7.397278  -4.873980  3.893065  0.33
H  1.995513  9.183177  3.978683  0.41
H  -4.207019  -5.074874  0.108312  0.36
H  4.713957  -1.087827  1.143474  0.52
H  -1.442330  5.251467  -1.940673  0.63
H  3.425042  -0.437076  2.184021  -0.85
H  5.067343  2.095856  3.422460  0.15
H  7.138781  6.843278  2.485188  0.29
H  -6.191077  1.758523  -0.577149  0.33
H  4.464683  -0.321948  9.302020  0.36
H  0.243645  7.359524  3.905841  0.29
H  1.822876  1.692297  -6.504378  0.26
H  0.209901  0.640326  4.491109  -1.41
H  -3.606808  -3.076863  -4.009738  0.14
H  5.167165  -4.358116  2.774608  0.47
H  -3.183150  5.633042  5.674263  0.38
H  6.001815  -1.766025  -4.194190  0.41
H  4.529895  0.980231  8.002163  0.32
H  5.291522  -1.225753  7.190385  0.35
H  2.789619  -6.116007  -2.465124  0.47
H  -4.914460  1.653791  -2.595613  -0.12
H  2.790367  3.277641  -3.406010  0.32
H  4.974985  1.393173  -2.270292  -0.73
H  0.529809  0.150763  -5.124683  0.79
H  -5.094659  -2.446145  0.957751  -0.64
H  3.394072  -2.989633  6.719119  0.15
H  1.723709  4.542429  -2.723547  0.49
H  -6.067822  -3.846404  0.570967  -0.25
H  1.854847  -5.217926  -8.641647  0.31
H  -3.921329  0.258022  -2.881866  -0.20
H  -9.759306  -2.339950  -5.921414  0.37
H  -7.459586  -2.037996  0.501542  0.35
H  -5.988821  -3.351241  -2.269833  0.28
H  1.551214  5.615739  2.836050  -1.06
H  -2.618944  3.258780  6.042918  0.52
H  3.113820  -3.784858  -6.446104  0.10
H  3.088434  2.701589  5.797048  0.29
H  -4.324835  -4.368952  2.631943  -0.23
H  0.381626  -2.429830  6.450848  0.21
H  -1.699746  6.335540  3.835522  0.07
H  3.796395  -3.276536  -8.043149  0.35
H  4.863587  4.309419  0.687554  -0.98
H  -1.248722  -0.894342  0.106598  -0.54
H  -3.437880  6.465874  3.230131  0.41
H  1.846121  -0.404705  -0.055712  -0.38
H  -0.786800  -1.905588  2.130118  -1.32
H  1.464327  -2.741585  -8.838006  0.40
H  -0.031687  5.872860  2.020260  -0.52
H  3.182872  4.998528  5.649363  0.16
H  -1.054081  -1.311759  -2.309578  -0.63
H  -2.406666  -2.028807  1.491954  -1.56
H  2.798407  7.595717  3.891448  0.17
H  -6.546110  -4.905871  -2.912039  0.37
H  -1.064043  -3.846153  -5.542434  -0.37
H  -7.865349  -2.885869  2.026303  0.55
H  2.688033  3.475400  3.501299  -0.13
H  -4.884211  -0.195800  2.408094  0.10
H  -2.421726  5.229245  2.709188  -0.45
H  -6.978589  -1.356057  1.992029  0.21
H  -4.498469  -0.101657  -0.193586  -0.40
H  1.359216  2.707784  6.125222  0.16
H  7.413033  4.957552  0.954239  0.33
H  2.798460  -3.316563  -3.850522  -0.18
H  4.357001  3.675095  -1.454465  0.03
H  1.065001  3.035653  -7.210136  0.39
H  4.412167  -4.301185  4.334665  0.23
H  -1.310924  7.428152  -0.574464  0.38
H  -0.609661  -0.911686  4.172317  -1.27
H  0.934461  -3.874136  1.572990  0.37
H  -2.067157  -3.474809  -3.302383  -0.31
H  6.653306  -4.841844  5.466700  0.29
H  4.055489  -2.556227  -1.801669  -0.10
H  -2.066175  -4.581415  1.436038  0.60
H  -2.295074  -5.460736  -6.659411  0.50
H  3.956295  5.130800  -2.368392  0.50
H  5.816625  -0.968940  -5.700899  0.37
H  0.750494  -0.074864  1.380671  0.23
H  -9.558804  -4.335093  -4.380054  0.44
H  2.444901  -2.084237  7.858155  0.07
H  0.749019  2.251581  -2.140034  -1.09
H  -1.173154  0.081126  6.304850  0.36
H  -9.258187  -3.767701  -6.805246  0.32
H  3.113713  -2.093359  -6.844803  0.17
H  -0.057771  -2.534650  -1.506040  -0.88
H  1.093134  -1.797550  0.912828  -0.44
H  -4.096749  4.489229  4.714948  0.33
H  5.599507  -0.933239  3.351175  -0.40
H  0.546581  -5.525413  1.359602  0.32
H  4.348884  -1.572044  -4.661527  -0.11
H  -5.654187  0.092749  -3.168424  0.36
H  2.302490  -5.811699  -4.068412  0.39

Atoms 1-3, force components in eV/Å:
-0.2 0.5 0.3
-2.0 1.4 0.0
-0.2 -0.5 -0.7

Summary:
E_HOMO: -11.1 eV
frontier orbital gap: 11.4 eV
relative energy (zero: lowest compared OMol25 entry of this formula, charge and spin): 322.0 kJ/mol
spin multiplicity: 1
LUMO: 0.0128 Ha
charge: 0

***

(2)
The following is a quantum chemistry calculation of the ion C6H11O with charge -1, from OMol25.

Last column: natural (NBO) charge in e.
Atoms and positions in Å:
O  -0.287983  -0.900333  3.069107  -0.99
C  -0.301988  -1.350040  0.660623  -0.47
C  -0.738776  -0.670217  -0.576650  -0.39
C  1.107910  0.844983  -1.775255  -0.13
C  1.579454  1.826037  -2.453620  -0.43
C  -0.238171  0.818463  -1.003313  -0.45
C  -0.873393  -0.504208  1.940618  -0.02
H  -0.980050  1.244812  -1.646940  0.19
H  2.502085  1.897833  -2.888620  0.18
H  -0.588218  -2.374413  0.729055  0.19
H  1.546952  -0.091933  -1.588752  0.19
H  0.769121  -1.367591  0.759562  0.19
H  -0.334375  1.516503  -0.059871  0.24
H  -1.836421  -0.550095  -0.636191  0.19
H  1.039917  2.661209  -2.633310  0.17
H  -1.987070  -0.754064  2.142427  0.10
H  -0.422631  0.624401  1.914073  0.09
H  -0.615669  -1.394122  -1.398714  0.17

Atoms 1-3, force components in eV/Å:
0.6 -1.0 1.2
-0.7 2.8 1.9
-1.0 1.1 -2.7

Summary:
E_HOMO: -1.8 eV
frontier orbital gap: 5.3 eV
relative energy (zero: lowest compared OMol25 entry of this formula, charge and spin): 207.3 kJ/mol
spin multiplicity: 1
LUMO: 0.1306 Ha
charge: -1